Entry 1:
The following is a quantum chemistry calculation of a cluster of 6 separate species, C34H33BF40IN2O8 in total in a non-equilibrium geometry, from the OMol25 dataset.

Last column: Mulliken charge in e.
Cartesian coordinates (Å):
C 2.58091 -3.98538 0.99795  -0.74
C 2.83485 -2.84972 -0.07758  -0.71
C 1.47687 -2.01204 -0.13734  -0.64
I 1.69398 -0.17597 -1.28470  0.12
C 0.31757 -2.87671 -0.73376  1.02
C 0.52100 -4.05491 -1.51275  -0.92
N -0.52226 -4.77413 -2.00895  0.10
C -1.82629 -4.45131 -1.78051  -0.75
C -2.14276 -3.31180 -0.98643  0.02
B -3.64224 -2.83461 -0.59365  0.69
N -4.28629 -3.56838 0.54008  -0.73
O -4.29550 -1.79552 -1.21347  -0.44
C -1.05763 -2.47785 -0.45446  1.28
C -1.46348 -1.21750 0.37767  -0.77
O -1.57317 -1.34225 1.55352  -0.43
O -1.70636 -0.08213 -0.29850  -0.24
H 1.86225 -4.76226 0.65128  0.32
H 3.56518 -4.42358 1.27457  0.42
H 2.09297 -3.49517 1.87987  0.02
H 3.06066 -3.33912 -1.04981  0.30
H 3.64839 -2.17490 0.27530  0.53
H 1.19903 -1.78234 0.92091  0.18
H 1.54024 -4.42265 -1.73439  0.30
H -0.33780 -5.61397 -2.55861  0.33
H -2.64127 -5.06421 -2.20262  0.48
H -3.82881 -3.16942 1.37593  0.32
H -3.87190 -4.50774 0.48314  0.31
H -5.02966 -1.56689 -0.61144  0.29
H -1.58582 0.69048 0.28664  0.34
C -2.33217 0.55513 -4.07247  -0.34
C -3.43395 0.90400 -5.09125  0.82
C -4.46406 -0.18731 -5.39578  0.10
F -3.91251 -1.33930 -5.82336  -0.22
F -5.29909 0.23345 -6.37768  -0.25
F -2.84747 1.35500 -6.22348  -0.27
F -4.11638 1.96492 -4.57895  -0.32
O -1.08105 0.06775 -4.57230  -0.37
C -0.98570 -1.27332 -4.92815  0.72
C -0.86999 -1.50079 -6.44051  0.13
F -1.82296 -0.84747 -7.12719  -0.19
F -0.99933 -2.81888 -6.72556  -0.27
F -2.00962 -1.95353 -4.36604  -0.27
F 0.13535 -1.74152 -4.33296  -0.25
H -2.06636 1.49728 -3.59141  0.38
H -2.71088 -0.07487 -3.26502  0.08
H -5.07260 -0.40146 -4.51132  0.27
H 0.10128 -1.15740 -6.80483  0.28
C 0.44306 -1.55838 5.02448  -0.53
C 0.61215 -0.42870 6.06024  0.69
C 1.90508 0.39405 5.99068  0.20
F 3.02201 -0.35148 6.07812  -0.19
F 1.94077 1.27108 7.02061  -0.28
F 0.42423 -0.94361 7.29258  -0.31
F -0.42725 0.44064 5.85676  -0.29
O 0.83496 -2.88332 5.40070  -0.41
C 2.18823 -3.18455 5.31584  0.81
C 2.89549 -3.35232 6.66692  0.06
F 2.66277 -2.32412 7.50006  -0.21
F 4.23402 -3.42360 6.47832  -0.20
F 2.77969 -2.26638 4.51819  -0.22
F 2.25696 -4.35145 4.64356  -0.30
H -0.63150 -1.64539 4.85669  0.48
H 0.85548 -1.28467 4.05237  0.13
H 1.94630 0.97083 5.06093  0.27
H 2.56155 -4.26492 7.16616  0.26
C 9.36682 -0.98288 6.04949  -0.73
C 9.85557 -2.44113 6.14937  0.87
C 10.26551 -3.12884 4.84379  0.10
F 9.29417 -3.12904 3.91062  -0.19
F 10.57267 -4.42733 5.08653  -0.28
F 8.92450 -3.16374 6.81241  -0.26
F 10.95672 -2.42869 6.95289  -0.33
O 7.95848 -0.74954 5.95045  -0.37
C 7.34813 -0.89482 4.70792  0.65
C 6.43764 -2.12520 4.61993  0.87
F 7.05265 -3.24693 5.03480  -0.23
F 6.04549 -2.33723 3.33567  -0.31
F 8.28967 -0.86679 3.74346  -0.28
F 6.59313 0.21071 4.52256  -0.28
H 9.63835 -0.51565 6.99680  0.41
H 9.91672 -0.42146 5.29235  0.32
H 11.15427 -2.65172 4.41880  0.28
H 5.54677 -1.98696 5.23470  -0.27
C -5.57029 2.46725 -10.33754  -0.69
C -4.10679 2.90946 -10.53326  0.79
C -3.33353 3.32636 -9.27960  0.40
F -3.92838 4.31542 -8.58817  -0.20
F -2.10165 3.78124 -9.62476  -0.30
F -4.07182 3.87787 -11.47523  -0.28
F -3.44523 1.84358 -11.07155  -0.32
O -6.59939 3.44410 -10.51169  -0.40
C -6.86805 4.31865 -9.45964  0.78
C -6.42816 5.76124 -9.73955  0.19
F -5.15310 5.83233 -10.16585  -0.20
F -6.51655 6.50559 -8.61234  -0.26
F -6.34466 3.81994 -8.32135  -0.28
F -8.20697 4.30511 -9.28884  -0.30
H -5.76700 1.74328 -11.12930  0.41
H -5.70491 1.91034 -9.40832  0.35
H -3.19295 2.47223 -8.60925  0.05
H -7.06330 6.21127 -10.50618  0.24
C -3.13237 4.83227 3.66080  -0.73
C -3.06019 5.99949 4.66468  0.85
C -1.84140 6.92256 4.57239  0.10
F -0.66812 6.27057 4.67897  -0.19
F -1.87728 7.82874 5.57838  -0.27
F -3.20598 5.50289 5.91274  -0.27
F -4.16074 6.77227 4.44197  -0.32
O -2.63325 3.55495 4.07504  -0.37
C -1.26037 3.33198 4.02587  0.65
C -0.60732 3.25015 5.41209  0.44
F -0.93956 4.29265 6.19388  -0.23
F 0.74474 3.25056 5.29769  -0.29
F -0.68933 4.25514 3.22741  -0.30
F -1.09065 2.14044 3.39567  -0.24
H -4.19514 4.65136 3.49552  0.42
H -2.74031 5.11393 2.68210  0.33
H -1.84636 7.47542 3.62736  0.28
H -0.90999 2.34315 5.92447  0.20

Output
Molar mass = 1495.3 u
HOMO energy = -12.707 eV
Spin multiplicity = 1
Energy above the lowest of the compared OMol25 structures with the same formula, charge and spin = 0.000 eV
HOMO-LUMO gap = 7.90 eV
Net charge = +1

Entry 2:
The following is a quantum chemistry calculation of an isolated molecule of C34H33FN4O4, from the OMol25 dataset.

Last column: Mulliken charge in e.
Cartesian coordinates (Å):
C -0.72764 -1.98485 2.27160  -0.70
O -0.02305 -2.09498 1.04138  -0.23
C 0.24366 -0.93997 0.44394  -0.94
O -0.11475 0.12863 0.86563  -0.32
C 0.94550 -1.10934 -0.91385  1.16
C 1.66576 -2.46350 -1.08388  -0.89
C 2.93298 -2.57452 -0.28600  -0.15
C 2.94214 -3.14759 0.97837  -0.21
C 4.10849 -3.21506 1.71625  -0.86
C 5.27082 -2.70401 1.17127  0.35
F 6.41804 -2.76973 1.88418  -0.36
C 5.29877 -2.14276 -0.09067  -0.70
C 4.12221 -2.08618 -0.81409  0.12
C -0.11535 -0.91126 -2.04501  -0.20
C -1.49971 -0.78283 -1.50990  0.24
C -2.52496 -1.53494 -0.93115  -0.66
C -3.45661 -0.62008 -0.44856  0.34
C -4.65125 -0.87440 0.36904  0.13
O -4.91133 -0.19478 1.35788  -0.76
N -5.43453 -1.92651 0.01831  0.09
C -5.36196 -2.64952 -1.22433  -1.00
C -6.52124 -2.31164 0.88790  -1.09
N -3.00092 0.65372 -0.71136  0.20
C -3.53508 1.90779 -0.23313  -1.39
C -2.56951 2.46400 0.78836  0.97
C -2.44324 1.85830 2.03292  -0.44
C -1.47643 2.33372 2.89973  -0.54
C -0.68456 3.39905 2.49874  -0.39
C -0.90626 3.94255 1.24457  -0.40
N -1.81946 3.48597 0.40346  -0.60
C -1.83151 0.54517 -1.36671  -0.69
C -0.80102 1.47860 -1.88883  -0.49
C 0.16908 0.50749 -2.60873  -0.21
C 1.64007 0.74708 -2.28365  -1.04
N 1.85354 0.02091 -1.05226  0.60
C 2.53456 0.46118 0.03045  1.48
O 2.56346 -0.15772 1.07811  -0.68
C 3.25137 1.76093 -0.14719  -1.39
C 4.47322 1.83199 -0.80216  0.14
C 5.12946 3.04638 -0.90563  -0.79
C 4.56726 4.18922 -0.36157  -0.53
C 3.35006 4.11789 0.29578  -0.62
C 2.69345 2.90532 0.40963  -0.18
H -1.70097 -1.51794 2.10437  0.12
H -0.84611 -2.99766 2.64853  0.27
H -0.15576 -1.37398 2.97181  0.35
H 1.91084 -2.57341 -2.14394  0.63
H 0.96665 -3.25055 -0.80145  0.36
H 2.02335 -3.53083 1.39315  0.44
H 4.12559 -3.64831 2.70381  0.44
H 6.22610 -1.75936 -0.48746  0.45
H 4.12882 -1.65176 -1.80421  0.40
H 0.00095 -1.69032 -2.80058  0.82
H -2.57628 -2.60147 -0.83313  0.58
H -4.72790 -2.12381 -1.93363  0.37
H -4.96683 -3.65813 -1.06986  0.28
H -6.36719 -2.73823 -1.64481  0.38
H -6.46175 -1.71151 1.79350  0.30
H -7.48535 -2.13598 0.40366  0.33
H -6.43918 -3.37078 1.14139  0.34
H -4.50917 1.72891 0.22339  0.68
H -3.62378 2.60971 -1.06719  0.44
H -3.09324 1.03851 2.29561  0.51
H -1.33708 1.88091 3.87044  0.41
H 0.08714 3.79453 3.14159  0.39
H -0.32193 4.77966 0.88151  0.46
H -0.30565 1.98751 -1.05969  -0.30
H -1.20103 2.23738 -2.56224  0.71
H -0.00869 0.53855 -3.68503  0.54
H 2.28156 0.33275 -3.07326  0.33
H 1.87884 1.80373 -2.16086  0.49
H 4.90989 0.93579 -1.21741  0.39
H 6.08260 3.10101 -1.41083  0.42
H 5.08120 5.13548 -0.44563  0.39
H 2.91406 5.00822 0.72454  0.44
H 1.74676 2.83166 0.92505  0.50

Output
Molar mass = 580.7 u
HOMO energy = -7.990 eV
SMILES = COC(=O)[C@@]1(Cc2ccc(F)cc2)[C@H]2c3cc(C(=O)N(C)C)n(Cc4ccccn4)c3C[C@H]2CN1C(=O)c1ccccc1
Spin multiplicity = 1
HOMO-LUMO gap = 8.58 eV

Entry 3:
The following is a quantum chemistry calculation of a cluster of 2 separate species, C34H33OSi in total in a non-equilibrium geometry, from the OMol25 dataset.

Last column: Mulliken charge in e.
Cartesian coordinates (Å):
C -3.42080 5.49261 -3.57384  -0.76
C -2.80666 6.46733 -2.50061  -0.69
C -1.36163 6.05466 -2.44824  -0.38
C -1.11917 4.97100 -3.27709  -0.64
C -2.30417 4.56421 -3.93391  0.79
C -2.45666 3.42893 -4.78707  1.02
C -1.31883 2.72039 -5.26188  -0.40
C -1.46868 1.55803 -6.01005  -0.68
C -2.75011 1.06952 -6.30651  -0.34
C -3.88764 1.76564 -5.86836  -0.76
C -3.74783 2.93833 -5.13741  -0.31
H -4.29833 4.96901 -3.17571  0.40
H -3.77627 6.07006 -4.44057  0.36
H -2.96929 7.51357 -2.79201  0.34
H -3.32426 6.31551 -1.54250  0.32
H -0.63891 6.56103 -1.81153  0.45
H -0.16130 4.46772 -3.42598  0.39
H -0.32344 3.10214 -5.02733  0.31
H -0.57910 1.02904 -6.35919  0.42
H -2.86125 0.15026 -6.88195  0.41
H -4.88821 1.39498 -6.09945  0.40
H -4.62919 3.48709 -4.79715  0.32
C -0.76816 -0.26759 5.25772  -0.52
C 0.56999 -0.66537 5.35030  -0.66
C 1.25335 -1.09107 4.20763  -0.40
C 0.59614 -1.12161 2.97134  0.86
Si 1.47169 -1.76584 1.48372  -0.39
C 0.81876 -0.95997 -0.03605  0.18
C 0.35590 0.36437 -0.00554  0.15
C -0.13601 0.96799 -1.17159  -0.96
C -0.13995 0.24696 -2.37078  -0.01
C 0.35512 -1.06289 -2.40863  -0.76
C 0.83907 -1.66512 -1.24347  -0.52
C 3.27924 -1.41984 1.64229  0.37
C 3.78568 -0.18927 1.19741  -0.38
C 5.14675 0.10290 1.33956  -0.63
C 6.00175 -0.83880 1.92554  -0.49
C 5.49753 -2.06746 2.36694  -0.59
C 4.13703 -2.35928 2.22205  -0.08
O 1.27387 -3.45981 1.40015  -0.43
C 0.49880 -4.16192 2.23994  0.41
C -0.83227 -3.98380 2.47840  -0.39
C -1.26859 -4.83587 3.60646  -0.75
C 0.05547 -5.41708 4.17902  -0.74
C 1.13179 -5.21358 3.11133  -0.28
C -0.74112 -0.71678 2.88061  -0.06
C -1.42681 -0.29809 4.02463  -0.80
H -1.30017 0.06878 6.14803  0.39
H 1.09362 -0.64896 6.30780  0.41
H 2.29884 -1.40004 4.27306  0.36
H 0.36808 0.92830 0.92983  0.50
H -0.51738 1.99229 -1.13438  0.41
H -0.52984 0.70886 -3.27919  0.34
H 0.36281 -1.62575 -3.34365  0.37
H 1.23239 -2.68331 -1.27337  0.45
H 3.11205 0.53962 0.74275  0.30
H 5.53225 1.06342 0.99206  0.38
H 7.06325 -0.61551 2.03776  0.36
H 6.15396 -2.80834 2.82636  0.40
H 3.74906 -3.32305 2.56056  0.25
H -1.47938 -3.28575 1.95556  0.53
H -1.84133 -4.30674 4.38001  0.27
H -1.89009 -5.67304 3.25577  0.29
H 0.32640 -4.86230 5.08531  0.27
H -0.05145 -6.47218 4.44135  0.35
H 1.27244 -6.13869 2.52700  0.32
H 2.11112 -4.92398 3.52413  0.10
H -1.25682 -0.74623 1.91799  0.46
H -2.47309 0.00036 3.93464  0.40

Output
Molar mass = 485.7 u
HOMO energy = -9.442 eV
Spin multiplicity = 1
HOMO-LUMO gap = 3.64 eV
Net charge = +1

> Among the records above, which one has the lowest HOMO energy?

C34H33BF40IN2O8

> Look up the HOMO energy of the second one.

-7.990 eV